1.
A gas-phase ion, C2H2NO2 (charge +1) at a distorted geometry. Source: the Open Molecules 2025 dataset; level of theory: ωB97M-V/def2-TZVPD.

The geometry in ORCA input format:
```
! RIJCOSX wB97M-V def2-TZVPD def2/J DEFGRID3
* xyz 1 1
C 1.04 0.60 0.45
C -0.80 -0.69 0.13
N 0.26 -0.20 0.81
O -0.13 0.70 -1.50
O -0.93 -0.22 -1.05
H 1.97 1.17 0.54
H -1.41 -1.35 0.62
*
```

Summary:
Kohn-Sham gap (alpha / beta), eV: 9.2 / 9.2
LUMO level (alpha / beta), eV: -7.5136 / -7.5136
Energy relative to the best compared isomer or geometry (same formula, charge and spin), kJ/mol: 608.2

2.
A single C4H10OS molecule at a distorted geometry. Source: the Open Molecules 2025 dataset; level of theory: ωB97M-V/def2-TZVPD.

The geometry in ORCA input format:
```
! RIJCOSX wB97M-V def2-TZVPD def2/J DEFGRID3
* xyz 0 1
C 0.95 0.92 -1.00
C 0.21 -0.03 -0.01
C 0.40 -0.05 1.65
S 0.48 -1.81 -0.43
C -1.23 0.14 -0.41
O -2.23 -0.83 -0.09
H 1.40 0.29 -2.02
H 1.98 1.27 -0.29
H 0.25 1.92 -1.26
H -0.22 -0.79 2.05
H 1.49 -0.65 1.97
H 0.23 1.02 1.94
H 1.98 -2.26 -0.29
H -1.43 1.06 0.14
H -0.99 0.38 -1.59
H -3.28 -0.57 -0.35
*
```

Summary:
Kohn-Sham gap, eV: 9.2
LUMO level, eV: 0.5034
SMILES: CC(C)(S)CO
Energy relative to the best compared isomer or geometry (same formula, charge and spin), kJ/mol: 440.2

3.
2 unconnected molecules or ions with the total composition C5H6S2 at a distorted geometry. Source: the Open Molecules 2025 dataset; level of theory: ωB97M-V/def2-TZVPD.

The geometry in ORCA input format:
```
! RIJCOSX wB97M-V def2-TZVPD def2/J DEFGRID3
* xyz 0 1
C -1.56 1.98 1.47
C -0.57 1.31 1.47
C 0.83 -0.07 -0.81
C -0.29 -1.02 -1.22
C 0.96 0.00 0.68
S -0.75 -2.15 0.16
S 0.74 -1.54 1.45
H -2.39 2.60 1.66
H 1.79 -0.44 -1.18
H 0.67 0.93 -1.23
H -1.21 -0.49 -1.47
H 0.01 -1.65 -2.06
H 1.79 0.55 1.08
*
```

Summary:
Kohn-Sham gap, eV: 8.6
LUMO level, eV: 0.1571
Energy relative to the best compared isomer or geometry (same formula, charge and spin), kJ/mol: 345.7

4.
A molecular structure, C40H40IrN5O3S3Si at a distorted geometry. Source: the Open Molecules 2025 dataset; level of theory: ωB97M-V/def2-TZVPD.

The geometry in ORCA input format:
```
! RIJCOSX wB97M-V def2-TZVPD def2/J DEFGRID3
* xyz 1 2
Ir 0.01 0.07 0.60
S -2.14 -3.84 0.67
C -3.18 -2.71 -0.07
C -2.63 -1.46 -0.15
C -1.32 -1.40 0.41
C -0.95 -2.63 0.90
C 0.39 -2.79 1.40
C 0.95 -3.93 1.95
C 2.26 -3.88 2.39
C 3.00 -2.73 2.24
C 2.41 -1.63 1.63
N 1.10 -1.63 1.27
H -4.15 -3.02 -0.42
H -3.16 -0.64 -0.61
H 0.36 -4.82 2.04
H 2.71 -4.75 2.86
H 4.04 -2.68 2.55
H 4.00 -0.60 1.64
C 0.62 3.87 1.31
C 1.42 3.15 0.26
C 2.46 3.75 -0.42
C 3.21 3.00 -1.33
C 2.90 1.67 -1.59
C 1.79 1.15 -0.94
N 1.12 1.86 -0.01
N 1.22 -0.10 -1.03
Si 1.60 -1.38 -2.21
C 2.98 -2.46 -1.58
C 0.08 -2.43 -2.46
C 2.18 -0.61 -3.81
H 0.94 4.91 1.39
H 0.76 3.39 2.28
H -0.44 3.84 1.07
H 2.70 4.79 -0.23
H 4.05 3.45 -1.84
H 3.47 1.09 -2.28
H 2.68 -3.11 -0.77
H 3.85 -1.87 -1.25
H 3.32 -3.09 -2.40
H 0.12 -3.34 -1.86
H 0.01 -2.71 -3.51
H -0.84 -1.90 -2.19
H 3.27 -0.55 -3.83
H 1.78 0.39 -3.99
H 1.87 -1.26 -4.64
O 1.30 1.96 4.24
S 1.23 0.64 3.57
O 3.08 -0.52 1.34
N -0.13 0.53 2.62
C -1.30 1.17 3.01
C -1.70 1.50 4.29
C -2.89 2.21 4.50
C -3.69 2.62 3.47
C -3.29 2.32 2.14
C -4.02 2.71 1.00
C -3.56 2.40 -0.24
C -2.37 1.67 -0.36
N -1.67 1.28 0.68
C -2.10 1.60 1.94
C 0.78 -0.53 4.87
C 1.49 -0.44 6.07
C 1.25 -1.37 7.07
C 0.31 -2.38 6.88
C -0.39 -2.46 5.69
C -0.16 -1.53 4.68
H -1.09 1.23 5.13
H -3.18 2.45 5.52
H -4.60 3.18 3.64
H -4.94 3.27 1.13
H -4.09 2.70 -1.14
H -1.96 1.40 -1.32
H 2.20 0.36 6.21
H 1.79 -1.30 8.00
H 0.13 -3.10 7.66
H -1.14 -3.23 5.55
H -0.73 -1.57 3.75
C -2.34 2.23 -3.94
S -0.76 1.43 -3.59
O 0.27 2.51 -3.61
C -0.69 0.56 -5.15
C -1.41 -0.62 -5.31
C -1.34 -1.29 -6.52
C -0.55 -0.79 -7.55
C 0.17 0.38 -7.37
C 0.10 1.07 -6.16
H -2.27 2.73 -4.91
H -2.51 2.97 -3.15
H -3.13 1.48 -3.94
H -2.01 -1.01 -4.50
H -1.90 -2.21 -6.66
H -0.49 -1.32 -8.49
H 0.79 0.77 -8.17
H 0.66 1.98 -5.99
*
```

Summary:
Kohn-Sham gap (alpha / beta), eV: 7.3 / 5.5
LUMO level (alpha / beta), eV: -2.8044 / -4.5225
Energy relative to the best compared isomer or geometry (same formula, charge and spin), kJ/mol: 178.4

5.
A molecular structure, C28H42Cl2InNPS at a distorted geometry. Source: the Open Molecules 2025 dataset; level of theory: ωB97M-V/def2-TZVPD.

The geometry in ORCA input format:
```
! RIJCOSX wB97M-V def2-TZVPD def2/J DEFGRID3
* xyz -1 1
P -1.07 -0.87 -0.37
C -0.16 -2.47 -0.16
C -0.71 -3.71 -0.88
C 0.03 -4.96 -0.36
C 1.55 -4.84 -0.44
C 2.09 -3.53 0.15
C 1.35 -2.30 -0.38
C -0.78 -0.21 -2.08
C -0.97 -1.21 -3.21
C -0.87 -0.48 -4.56
C 0.42 0.33 -4.70
C 0.72 1.23 -3.49
C 0.58 0.50 -2.15
C -2.90 -1.20 -0.20
C -3.17 -1.77 1.21
C -4.65 -1.78 1.60
C -5.33 -0.43 1.39
C -5.14 0.10 -0.03
C -3.66 0.12 -0.46
H -0.30 -2.65 0.93
H -0.56 -3.61 -1.96
H -1.79 -3.81 -0.70
H -0.31 -5.84 -0.93
H -0.27 -5.12 0.68
H 2.00 -5.68 0.10
H 1.88 -4.94 -1.48
H 1.98 -3.55 1.24
H 3.16 -3.43 -0.06
H 1.71 -1.39 0.13
H 1.56 -2.18 -1.46
H -1.56 0.57 -2.19
H -1.73 0.19 -4.66
H -1.95 -1.71 -3.13
H -0.20 -1.99 -3.15
H -0.94 -1.21 -5.37
H 0.35 0.95 -5.60
H 1.26 -0.36 -4.86
H 1.72 1.65 -3.57
H 0.01 2.07 -3.49
H 0.69 1.21 -1.32
H 1.39 -0.24 -2.06
H -3.14 -1.95 -0.99
H -2.76 -2.78 1.30
H -2.63 -1.14 1.94
H -5.17 -2.56 1.02
H -4.74 -2.08 2.65
H -4.90 0.30 2.10
H -6.40 -0.50 1.63
H -5.53 1.13 -0.09
H -5.72 -0.50 -0.74
H -3.60 0.40 -1.52
H -3.16 0.92 0.11
In 0.98 2.23 2.98
Cl -0.52 3.09 1.36
Cl 0.04 0.55 4.33
C 2.80 1.42 2.09
H 3.20 0.52 2.58
C 3.56 2.00 1.07
C 3.11 3.15 0.30
C 3.97 3.82 -0.54
C 5.30 3.38 -0.74
C 5.73 2.21 -0.09
C 4.89 1.52 0.77
H 2.07 3.48 0.43
H 3.64 4.73 -1.06
H 6.75 1.85 -0.27
H 5.23 0.61 1.28
H 5.97 3.93 -1.40
S 0.57 4.87 6.80
C 0.45 5.96 5.41
C 0.71 5.28 4.25
N 0.94 3.91 4.45
C 0.92 3.57 5.76
H 0.19 7.00 5.49
H 0.73 5.71 3.25
H 1.07 2.56 6.12
*
```

Summary:
Kohn-Sham gap, eV: 3.7
LUMO level, eV: 1.9008

6.
A molecular structure, C26H44AsF3GaN7Si3 at a distorted geometry. Source: the Open Molecules 2025 dataset; level of theory: ωB97M-V/def2-TZVPD.

The geometry in ORCA input format:
```
! RIJCOSX wB97M-V def2-TZVPD def2/J DEFGRID3
* xyz 2 1
Ga 0.85 -0.07 0.80
F -0.53 1.93 2.64
C 0.28 0.87 2.58
F -0.61 -0.26 2.70
F 1.00 0.82 3.71
N 1.12 -3.02 2.81
C 2.23 -2.24 2.93
C 3.31 -2.63 3.74
C 4.40 -1.79 3.86
C 4.41 -0.59 3.16
C 3.35 -0.31 2.34
N 2.29 -1.12 2.19
H 1.01 -3.76 3.49
H 0.27 -2.55 2.57
H 3.26 -3.56 4.28
H 5.22 -2.05 4.51
H 5.23 0.10 3.25
H 3.29 0.61 1.76
C 0.37 1.91 -3.68
Si 1.80 0.70 -3.34
C 3.44 1.48 -2.78
C 1.90 -0.54 -4.79
As 1.35 -0.97 -1.49
Si 3.27 -2.51 -1.16
C 3.75 -3.19 -2.87
C 4.68 -1.44 -0.43
C 2.58 -3.89 -0.04
Si -0.74 -2.20 -1.87
C -0.31 -3.54 -3.16
C -1.18 -3.00 -0.19
C -2.06 -0.97 -2.49
H 0.60 2.47 -4.58
H 0.22 2.64 -2.89
H -0.57 1.40 -3.85
H 3.81 2.19 -3.52
H 4.21 0.73 -2.63
H 3.33 2.03 -1.84
H 2.08 -0.01 -5.72
H 0.97 -1.09 -4.90
H 2.70 -1.26 -4.67
H 4.27 -2.45 -3.46
H 2.89 -3.54 -3.44
H 4.42 -4.03 -2.75
H 5.52 -1.38 -1.12
H 5.06 -1.86 0.49
H 4.34 -0.43 -0.23
H 2.22 -4.73 -0.63
H 1.77 -3.55 0.59
H 3.36 -4.28 0.61
H 0.65 -4.00 -2.97
H -0.30 -3.14 -4.17
H -1.06 -4.32 -3.15
H -0.60 -3.89 0.01
H -2.23 -3.29 -0.15
H -1.01 -2.29 0.63
H -2.21 -1.06 -3.56
H -1.80 0.06 -2.27
H -3.01 -1.18 -2.02
C -3.09 0.25 0.72
C -2.18 1.27 0.15
N -0.87 1.14 0.04
C -0.38 2.33 -0.42
C -1.42 3.18 -0.62
N -2.55 2.50 -0.26
C -3.91 3.03 -0.39
N -4.66 2.90 0.80
N -5.54 1.87 0.94
N -6.10 1.92 2.06
C -5.63 3.00 2.76
C -5.94 3.50 4.02
C -5.30 4.65 4.41
C -4.33 5.27 3.60
C -4.00 4.79 2.36
C -4.68 3.66 1.94
H -2.61 -0.72 0.70
H -4.05 0.22 0.22
H -3.29 0.50 1.77
H 0.67 2.50 -0.56
H -1.45 4.19 -0.96
H -4.44 2.48 -1.18
H -3.82 4.08 -0.68
H -6.66 3.00 4.65
H -5.53 5.10 5.37
H -3.83 6.15 3.98
H -3.25 5.27 1.74
*
```

Summary:
Kohn-Sham gap, eV: 7.1
LUMO level, eV: -5.8783
Energy relative to the best compared isomer or geometry (same formula, charge and spin), kJ/mol: 269.4

7.
A single C4H6N2S molecule at a distorted geometry. Source: the Open Molecules 2025 dataset; level of theory: ωB97M-V/def2-TZVPD.

The geometry in ORCA input format:
```
! RIJCOSX wB97M-V def2-TZVPD def2/J DEFGRID3
* xyz 0 1
C -2.18 -0.04 -0.12
C -0.85 0.29 0.57
S -0.55 0.61 2.23
N 0.25 0.17 -0.25
C 1.64 0.16 0.36
C 2.46 -0.24 -0.87
N 2.98 -0.69 -1.79
H -2.11 -0.33 -1.21
H -2.98 0.73 -0.11
H -2.51 -0.96 0.44
H 0.09 -0.24 -1.25
H 1.85 -0.61 1.19
H 1.91 1.14 0.81
*
```

Summary:
Kohn-Sham gap, eV: 9.1
LUMO level, eV: 0.3699
SMILES: CC(=S)NCC#N
Energy relative to the best compared isomer or geometry (same formula, charge and spin), kJ/mol: 139.1

8.
2 unconnected molecules or ions with the total composition C4H5N2OS at a distorted geometry. Source: the Open Molecules 2025 dataset; level of theory: ωB97M-V/def2-TZVPD.

The geometry in ORCA input format:
```
! RIJCOSX wB97M-V def2-TZVPD def2/J DEFGRID3
* xyz -1 1
C 0.95 2.76 -0.62
C 0.14 0.06 0.47
C -1.42 0.53 0.78
C 0.21 0.62 -0.95
N -1.93 0.85 -0.62
N -0.97 0.86 -1.49
O 2.01 2.60 -0.14
S -0.21 3.91 -0.87
H 0.65 0.72 1.14
H 0.25 -1.01 0.78
H -2.09 -0.28 1.20
H -1.42 1.34 1.48
H 0.99 0.31 -1.70
*
```

Summary:
Kohn-Sham gap (alpha / beta), eV: 6.7 / 6.7
LUMO level (alpha / beta), eV: 3.6780 / 3.6783
Energy relative to the best compared isomer or geometry (same formula, charge and spin), kJ/mol: 258.4

9.
A molecular structure, C3H6FNO at a distorted geometry. Source: the Open Molecules 2025 dataset; level of theory: ωB97M-V/def2-TZVPD.

The geometry in ORCA input format:
```
! RIJCOSX wB97M-V def2-TZVPD def2/J DEFGRID3
* xyz 0 1
C -0.73 0.93 0.15
C 0.80 0.79 0.11
C 0.21 -1.45 0.16
N -1.23 -0.34 -0.25
O 0.96 -0.49 0.75
F 0.70 -1.98 -0.91
H -0.95 1.03 1.17
H -1.04 1.87 -0.43
H 1.08 0.87 -0.92
H 1.48 1.35 0.80
H -0.29 -2.29 0.68
H -1.00 -0.29 -1.32
*
```

Summary:
Kohn-Sham gap, eV: 10.5
LUMO level, eV: 0.9898
Energy relative to the best compared isomer or geometry (same formula, charge and spin), kJ/mol: 271.9

10.
A molecular structure, C19H14BCl3F4FeN3O2PS2 at a distorted geometry. Source: the Open Molecules 2025 dataset; level of theory: ωB97M-V/def2-TZVPD.

The geometry in ORCA input format:
```
! RIJCOSX wB97M-V def2-TZVPD def2/J DEFGRID3
* xyz -2 5
Fe -0.46 0.40 -1.08
S -2.27 1.20 0.73
C -3.12 -0.30 0.68
C -3.81 -0.82 1.79
C -4.46 -2.04 1.73
C -5.18 -2.52 2.91
N -5.74 -2.88 3.84
C -4.44 -2.80 0.56
C -3.78 -2.28 -0.56
C -3.16 -1.04 -0.53
S -2.48 -0.36 -1.99
C -5.10 -4.09 0.48
N -5.64 -5.11 0.41
H -3.81 -0.26 2.71
H -3.75 -2.86 -1.47
C 0.61 1.38 2.39
P 1.04 1.01 0.68
C 1.87 2.57 0.20
C 2.47 -0.11 0.72
C 2.83 -0.81 1.87
C 3.92 -1.67 1.85
C 4.65 -1.85 0.68
C 4.28 -1.18 -0.47
C 3.20 -0.31 -0.46
H 0.04 0.57 2.83
H 0.00 2.28 2.38
H 1.55 1.56 2.93
H 2.67 2.78 0.91
H 1.16 3.39 0.21
H 2.29 2.48 -0.80
H 2.24 -0.71 2.76
H 4.20 -2.21 2.75
H 5.50 -2.54 0.67
H 4.82 -1.34 -1.40
H 2.89 0.17 -1.38
Cl -0.20 5.65 0.07
C -0.46 4.72 -2.32
Cl -1.89 5.50 -2.86
Cl 1.03 5.21 -3.02
C -0.56 3.35 -2.00
N -0.60 2.26 -1.65
F 2.39 -0.83 -4.07
B 1.63 0.33 -3.91
F 0.66 0.47 -4.90
F 2.44 1.46 -3.78
F 0.93 0.20 -2.61
O -0.23 -1.46 1.51
C -0.11 -2.01 0.42
O -0.09 -1.46 -0.75
H 0.01 -3.10 0.37
*
```

Summary:
Kohn-Sham gap (alpha / beta), eV: 5.8 / 6.4
LUMO level (alpha / beta), eV: 3.0726 / 3.6579
Energy relative to the best compared isomer or geometry (same formula, charge and spin), kJ/mol: 25.1

11.
A single C5H7N molecule at a distorted geometry. Source: the Open Molecules 2025 dataset; level of theory: ωB97M-V/def2-TZVPD.

The geometry in ORCA input format:
```
! RIJCOSX wB97M-V def2-TZVPD def2/J DEFGRID3
* xyz 0 1
C 1.88 0.04 0.19
C 0.41 0.12 -0.07
C -0.45 1.19 0.20
C -1.82 0.82 0.06
N -1.66 -0.53 -0.45
C -0.38 -0.94 -0.51
H 2.19 0.75 0.96
H 2.16 -0.96 0.54
H 2.43 0.25 -0.73
H -0.14 2.19 0.52
H -1.90 -0.12 0.89
H -2.51 -1.02 -0.68
H -0.14 -1.96 -0.77
*
```

Summary:
Kohn-Sham gap, eV: 9.0
LUMO level, eV: 0.8301
SMILES: Cc1cc[nH]c1
Energy relative to the best compared isomer or geometry (same formula, charge and spin), kJ/mol: 369.6